# 1
A structure of composition C33H42BN6O2RuS in a non-equilibrium geometry. Source: the Open Molecules 2025 dataset; level of theory: ωB97M-V/def2-TZVPD.

Atoms and positions in Å:
C 1.356 2.781 5.097
H -4.422 -1.159 0.270
C -0.694 1.872 -1.015
H 2.872 1.099 -1.590
C 3.352 0.164 -1.284
N -1.105 -0.992 0.074
H -2.713 -2.629 2.403
H -0.734 3.045 5.573
C -1.802 1.478 -1.828
H -0.084 -0.974 4.294
H 1.719 3.273 5.990
H 0.817 5.779 1.080
O -0.111 0.898 1.728
C -1.382 -4.240 1.731
H -1.390 -1.788 5.189
H 0.498 -3.750 0.804
H -1.489 -5.299 1.980
N 2.376 -0.911 -1.354
C -0.880 3.012 -0.169
H -0.267 5.695 -0.320
C -0.574 -0.349 -3.301
H 1.549 4.031 -1.204
H 0.374 3.367 1.536
S 1.715 -2.007 2.675
H 4.578 1.013 0.302
C 1.791 1.640 2.989
B -3.658 -1.933 -0.276
H -1.836 -4.062 0.757
C -1.997 -3.346 2.816
H 2.351 4.283 0.362
C 0.531 -4.878 -2.590
H -3.749 -3.046 0.223
N 0.023 -3.853 1.724
C -3.066 1.974 -1.544
C 0.257 -2.856 2.590
C 2.793 1.214 2.048
C -1.031 -1.497 4.197
C 1.622 3.664 -0.175
H 4.169 -0.715 0.480
C 3.792 0.263 0.159
H -0.898 5.468 1.313
H -1.551 1.920 3.537
C 1.755 -2.794 -2.877
H 4.213 -0.034 -1.935
H -3.872 -1.993 -1.473
C -1.735 0.613 -3.088
C 2.229 2.289 4.154
C 1.116 -3.715 -1.977
H 1.298 -4.395 -5.866
N -0.837 -2.655 3.366
O 1.116 -3.545 -0.735
Ru 0.805 -0.191 0.283
H -1.758 -0.825 3.736
H 3.823 1.471 2.322
H 0.026 -5.576 -1.931
H -2.499 -3.928 3.595
H -2.652 0.013 -3.083
C -0.490 2.016 3.733
H 3.300 2.401 4.300
C -1.804 1.555 -4.302
N 2.611 0.591 0.945
C -2.172 -1.406 -0.068
H -0.448 -1.033 -2.469
H -0.908 2.181 -4.332
N 0.489 1.178 -1.058
H -0.761 -0.940 -4.204
H -3.908 1.587 -2.112
H 0.364 0.193 -3.425
H -1.851 0.981 -5.234
C 1.822 -3.086 -4.246
C -2.175 3.456 0.081
C -3.281 2.919 -0.555
H 1.977 2.644 -0.218
H -2.673 2.214 -4.251
C -0.023 2.644 4.857
C 2.417 -1.581 -2.448
H 3.102 -1.197 -3.221
H 0.120 -5.993 -4.350
C 0.264 3.763 0.521
H -4.282 3.252 -0.306
H -2.334 4.244 0.809
C -0.050 5.261 0.660
H 2.332 -2.372 -4.889
C 1.249 -4.209 -4.800
C 0.392 1.453 2.759
C 0.589 -5.103 -3.939

Forces on atoms 1 to 6 (eV/Å):
-0.01 0.03 0.01
0.02 0.00 0.01
-0.14 -0.06 0.09
-0.04 0.00 0.04
0.06 0.15 0.03
0.26 -0.40 -0.51

**Charge**: -2
**Spin multiplicity**: 2
**DFT total energy**: -62033.1214 eV
**HOMO-LUMO gap (spin up / spin down)**: 5.74 / 5.61 eV
**Energy above the lowest of the compared OMol25 structures with the same formula, charge and spin**: 0.0000 eV
**F_max**: 1.18 eV Å⁻¹



# 2
A structure of composition C33H42Cl2N8PbS. Source: the Open Molecules 2025 dataset; level of theory: ωB97M-V/def2-TZVPD.

Atoms and positions in Å:
H -2.919 -0.378 3.907
N 0.822 -3.273 0.698
H 0.584 -3.522 3.989
H -4.411 -1.951 1.517
C 4.130 -2.037 -4.623
H -0.732 4.489 -0.489
H 2.027 -4.227 -3.994
C 1.049 -2.956 3.183
H 0.808 -4.227 -1.224
H 4.655 -2.708 -5.286
C -0.081 3.655 -0.233
C -1.778 3.020 -2.475
H 2.917 -4.274 -2.474
H 1.520 -5.649 2.646
N -1.751 -0.843 1.587
C 0.949 -4.343 -0.163
C -2.308 -2.133 1.972
N -0.661 2.334 -0.545
H -0.595 -0.523 -3.945
H -3.343 -0.984 -0.435
C -1.101 0.407 -3.713
C -2.199 -2.685 -1.081
H -4.772 0.960 4.335
H -2.360 -1.550 -2.902
N 1.318 -5.060 1.855
C -1.202 0.603 -2.291
C -1.490 1.116 -4.811
H -2.895 4.061 -3.917
N -0.740 1.517 0.608
H -2.486 -3.606 -1.592
H -4.889 3.350 0.887
N 2.630 -1.733 -2.785
C 0.165 3.602 1.273
S 2.130 0.674 -1.765
H 1.260 1.762 1.198
H -1.427 -2.943 -0.353
C 2.986 -3.995 -3.524
H 3.717 1.102 -3.892
C -2.960 2.452 0.965
H -0.745 -2.232 -2.605
C -3.413 -2.071 -0.368
C 2.819 -0.411 -2.855
C -1.193 1.983 -1.767
C 1.051 -3.738 1.916
H 4.736 0.280 0.484
H -1.894 3.927 -1.897
H -5.897 2.351 2.751
C 5.221 -0.020 -5.684
C -3.541 -2.468 1.105
C -2.344 0.248 1.956
C -2.339 3.145 -3.757
C -2.055 1.481 1.217
H 5.698 -0.753 -6.328
H 0.088 1.795 2.545
H 1.071 4.131 1.556
C 1.260 -5.461 0.542
H 2.069 -2.712 3.485
C 0.274 2.101 1.517
C -2.204 2.321 -4.835
Cl 3.147 -0.213 2.141
N -1.205 -0.468 -1.524
H 5.998 0.528 -5.147
H 3.758 -4.582 -4.017
H 0.505 -2.022 3.048
H -2.619 -2.178 3.019
Cl 4.012 2.415 1.149
H -1.536 -2.887 1.825
C 4.474 0.733 1.433
C -4.309 2.608 1.421
C -4.279 1.094 3.380
H -3.723 -3.541 1.193
H 1.431 -6.476 0.232
H -2.625 2.645 -5.778
C 4.308 -0.684 -4.715
C -1.607 -1.739 -2.131
N 3.626 0.096 -3.845
Pb 0.353 -0.775 0.219
H -1.275 0.658 -5.769
H 4.683 0.696 -6.307
H 5.300 0.717 2.132
C -3.209 0.317 3.126
H -4.328 -2.370 -0.882
H 0.852 3.762 -0.792
C -4.894 2.034 2.494
H -2.652 3.228 0.275
C 3.252 -2.533 -3.642
H -0.674 4.022 1.827

Forces on atoms 1 to 6 (eV/Å):
-0.05 0.00 0.00
-0.05 -0.43 0.26
-0.04 0.05 0.02
-0.01 -0.07 0.05
-0.05 -0.04 0.06
-0.04 -0.02 0.02

**Charge**: +2
**DFT total energy**: -87937.5684 eV
**HOMO-LUMO gap**: 7.67 eV
**Energy above the lowest of the compared OMol25 structures with the same formula, charge and spin**: 0.0000 eV
**F_max**: 0.58 eV Å⁻¹



# 3
A structure of composition C33H42CsN9O6S2Si. Source: the Open Molecules 2025 dataset; level of theory: ωB97M-V/def2-TZVPD.

Atoms and positions in Å:
C 1.364 -5.346 1.996
H -1.945 -1.967 -3.231
N -3.397 -1.874 3.068
C -1.984 2.228 2.025
H 1.109 -1.126 5.112
H -4.009 -3.934 3.081
H -1.438 -4.277 2.176
H -2.850 4.899 -4.818
N 1.666 -4.065 0.001
N 3.397 -1.430 -1.991
N -1.918 0.923 1.616
H -0.625 5.412 -3.785
C 2.763 -0.263 4.024
S 2.910 -4.926 -2.232
H 3.652 4.721 1.238
C -2.258 2.285 3.355
C -2.846 -2.840 -4.969
H -3.158 -3.540 -7.621
H 4.039 2.995 1.378
H 4.054 -2.019 -2.475
O -3.614 -1.571 -0.795
C -4.014 -3.027 -5.710
C 2.423 -6.303 0.086
C -1.837 2.454 -2.637
H 1.004 -5.380 3.014
C 0.327 4.116 -2.377
C 0.527 4.812 1.802
H 3.343 -1.190 3.975
H -3.869 -4.902 -6.764
N -1.342 -2.138 2.317
C -2.977 1.564 -2.725
H 2.623 -1.958 -1.576
C 2.311 -5.098 -0.650
C -3.225 -3.223 2.891
O 1.465 -2.917 -0.588
H 3.124 0.337 4.864
H 3.180 3.233 4.304
N -2.902 0.433 -1.962
C -3.989 -3.837 -6.979
H -2.322 3.110 4.043
C -4.015 1.943 -3.564
C -5.212 -1.727 -4.059
Cs -0.554 -0.733 -0.511
C -4.048 -1.557 -3.332
N -0.822 2.101 -1.808
H 2.907 -7.122 -0.428
C -2.859 -2.112 -3.794
H -4.915 -3.713 -7.543
H 0.715 1.175 3.436
H 1.555 3.754 4.742
C -0.674 4.482 -3.227
O 0.501 0.607 4.261
H 0.117 4.652 0.800
O 1.148 1.967 2.165
H 2.086 -7.383 1.893
C -1.950 -3.365 2.436
O 2.156 0.477 -2.254
C -2.887 3.981 -4.243
C -2.241 -1.260 2.691
C -2.136 0.202 2.679
H -0.313 4.833 2.504
H -1.805 3.036 1.338
C 2.355 3.886 4.008
H -6.125 -1.279 -3.690
N 4.241 0.375 -3.172
S -4.040 -0.617 -1.804
C -5.191 -2.460 -5.242
H 0.796 -3.274 1.665
H -6.106 -2.588 -5.811
H 1.004 5.798 1.818
C 3.174 -0.174 -2.441
H 1.201 4.736 -2.222
H -4.262 -1.392 3.236
H -4.897 1.322 -3.628
C -3.956 3.133 -4.313
H -1.914 -3.270 -5.320
H 0.990 2.565 -1.003
C 3.246 3.708 1.134
C 0.209 2.892 -1.681
H -4.793 3.377 -4.959
C 1.969 -6.440 1.371
H 2.703 4.924 4.056
C 1.279 -0.559 4.186
H 5.154 0.076 -2.868
Si 1.745 3.426 2.265
N -2.406 0.979 3.770
H 4.151 1.376 -3.241
C -1.806 3.650 -3.387
H 2.983 3.553 0.084
H -2.218 0.668 4.708
H 0.948 -1.212 3.365
C 1.238 -4.184 1.282
O -5.388 -0.092 -1.678
H 2.921 0.303 3.105

Forces on atoms 1 to 6 (eV/Å):
-0.01 0.00 0.02
-0.01 -0.02 -0.02
-0.02 0.06 -0.01
0.06 0.02 0.06
0.02 0.01 0.00
0.00 0.00 0.00

**Charge**: -2
**DFT total energy**: -90700.2581 eV
**HOMO-LUMO gap**: 5.98 eV
**Energy above the lowest of the compared OMol25 structures with the same formula, charge and spin**: 1.8067 eV
**F_max**: 0.48 eV Å⁻¹